No. 1
C31H53Cl18F2N2O6P2S | ωB97M-V/def2-TZVPD

Atoms and positions in Å:
C: 0.958 1.680 -0.109
P: 2.726 2.173 -0.312
O: 3.515 0.710 -0.033
P: 3.350 3.707 1.268
N: 2.907 2.608 2.634
Cl: 3.939 5.114 2.919
C: 3.861 4.975 -0.048
C: 5.131 5.781 0.206
C: 4.929 7.256 0.555
C: 6.185 7.749 1.317
S: 5.720 9.053 2.476
O: 5.441 8.464 3.742
O: 4.625 9.815 1.969
Cl: 7.374 10.276 2.693
C: 1.533 4.373 1.182
C: 1.119 5.739 1.671
O: 1.713 6.788 1.668
C: -0.372 5.844 2.022
C: -1.227 5.824 0.941
C: -2.588 5.931 1.107
C: -3.066 6.093 2.394
C: -2.219 6.105 3.467
C: -0.856 5.970 3.302
N: 5.070 3.003 1.425
C: 5.884 2.720 0.386
O: 5.768 2.793 -0.793
F: 7.140 2.335 0.832
C: 5.309 2.130 2.512
O: 5.381 0.945 2.445
F: 5.607 2.683 3.687
H: 0.792 0.686 -0.512
H: 0.612 1.621 0.933
H: 0.268 2.347 -0.616
H: 3.138 0.339 0.774
H: 2.462 3.108 3.388
H: 2.372 1.809 2.321
H: 3.064 5.690 -0.240
H: 3.917 4.417 -0.980
H: 5.701 5.768 -0.731
H: 5.821 5.342 0.923
H: 4.082 7.476 1.200
H: 4.879 7.885 -0.331
H: 6.958 8.127 0.652
H: 6.597 6.972 1.956
H: 0.901 3.686 1.733
H: 1.246 4.393 0.124
H: -0.840 5.711 -0.064
H: -3.258 5.888 0.263
H: -4.134 6.208 2.512
H: -2.621 6.216 4.465
H: -0.179 5.960 4.144
Cl: -1.203 0.567 -2.518
C: -2.263 -0.835 -2.271
C: -3.260 -0.600 -1.168
Cl: -2.481 -0.515 0.433
H: -1.635 -1.697 -2.064
H: -2.786 -1.009 -3.209
H: -3.968 -1.423 -1.132
H: -3.814 0.322 -1.323
Cl: -4.794 -5.188 -3.055
C: -4.482 -6.132 -1.573
C: -5.739 -6.364 -0.773
Cl: -6.365 -4.863 -0.044
H: -3.727 -5.609 -0.993
H: -4.067 -7.087 -1.890
H: -5.530 -7.048 0.049
H: -6.529 -6.792 -1.382
Cl: -7.039 5.712 4.181
C: -6.731 6.914 5.460
C: -6.544 8.301 4.903
Cl: -5.035 8.449 3.973
H: -5.859 6.591 6.022
H: -7.594 6.898 6.125
H: -6.487 9.020 5.719
H: -7.370 8.584 4.254
Cl: -8.675 -7.600 -0.654
C: -10.175 -6.647 -0.797
C: -10.324 -5.658 0.329
Cl: -10.619 -6.462 1.892
H: -11.012 -7.339 -0.837
H: -10.124 -6.118 -1.748
H: -11.179 -5.011 0.138
H: -9.437 -5.037 0.431
Cl: 1.995 -0.798 -3.017
C: 2.996 -2.031 -2.212
C: 2.222 -2.848 -1.213
Cl: 1.715 -1.901 0.209
H: 3.834 -1.514 -1.749
H: 3.385 -2.694 -2.985
H: 2.851 -3.660 -0.845
H: 1.329 -3.277 -1.659
Cl: 1.075 -4.942 -4.381
C: 2.360 -6.090 -4.835
C: 3.492 -6.160 -3.843
Cl: 4.509 -4.685 -3.819
H: 2.723 -5.816 -5.823
H: 1.880 -7.063 -4.900
H: 4.155 -6.984 -4.118
H: 3.131 -6.336 -2.832
Cl: -1.142 -5.273 -1.375
C: 0.025 -6.305 -0.517
C: -0.645 -7.201 0.492
Cl: -1.318 -6.287 1.863
H: 0.764 -5.657 -0.050
H: 0.528 -6.912 -1.271
H: 0.082 -7.901 0.901
H: -1.454 -7.770 0.040
Cl: 0.594 -9.596 -4.721
C: 1.906 -10.678 -5.257
C: 3.062 -10.692 -4.291
Cl: 3.948 -9.140 -4.265
H: 2.219 -10.362 -6.249
H: 1.481 -11.677 -5.331
H: 3.777 -11.458 -4.586
H: 2.731 -10.904 -3.278

Properties
HOMO energy: -4.374 eV
Net charge: -1
LUMO: 1.11 eV
Energy above the lowest of the compared OMol25 structures with the same formula, charge and spin: 0.000 eV

---

No. 2
C4H10O | ωB97M-V/def2-TZVPD

Atoms and positions in Å:
C: 2.374 0.378 -0.501
C: 2.281 -0.692 0.350
H: 3.310 0.855 -0.634
H: 1.531 0.719 -1.203
H: 3.129 -1.130 0.831
H: 1.371 -1.252 0.629
C: -1.235 -0.482 -0.702
C: -1.613 0.879 0.246
O: -1.686 0.430 1.595
H: -0.189 -0.712 -0.702
H: -1.589 -0.192 -1.675
H: -1.835 -1.168 -0.156
H: -0.863 1.698 0.097
H: -2.748 1.013 0.062
H: -2.238 -0.344 1.765

Properties
HOMO energy: -9.730 eV
LUMO: 1.04 eV
Energy above the lowest of the compared OMol25 structures with the same formula, charge and spin: 2.697 eV
SMILES: C=C.CCO

---

No. 3
C9H14O3P | ωB97M-V/def2-TZVPD

Atoms and positions in Å:
C: -3.790 0.834 -1.681
C: -3.798 -0.212 -0.820
C: -2.598 1.513 -2.043
C: -2.534 -0.711 -0.352
C: -1.447 1.237 -1.356
C: -1.525 0.127 -0.602
C: 3.313 1.307 -0.290
C: 0.998 0.431 2.919
C: 1.659 -2.878 0.169
O: 1.856 0.949 -0.123
O: 1.642 -0.484 2.007
O: 2.131 -1.533 -0.207
P: 1.289 -0.400 0.452
H: -4.753 1.199 -2.185
H: -4.726 -0.738 -0.770
H: -2.634 2.538 -2.504
H: -2.645 -1.505 0.241
H: -0.502 1.686 -1.460
H: 4.048 0.677 0.104
H: 3.381 2.329 -0.075
H: 3.306 1.209 -1.345
H: 0.100 -0.093 3.117
H: 0.806 1.352 2.367
H: 1.628 0.486 3.807
H: 2.097 -3.004 1.203
H: 2.125 -3.562 -0.682
H: 0.573 -2.754 0.110

Properties
HOMO energy (alpha / beta): -13.015 / -13.017 eV
Net charge: +1
LUMO (alpha / beta): -5.57 / -5.56 eV
Energy above the lowest of the compared OMol25 structures with the same formula, charge and spin: 0.000 eV

---

No. 4
C20H28N5OPdSSe | ωB97M-V/def2-TZVPD

Atoms and positions in Å:
Pd: -0.827 -0.609 1.300
C: 1.052 2.828 4.727
C: 1.484 1.509 4.214
N: 2.405 0.750 4.709
N: 2.448 -0.359 3.914
C: 1.579 -0.309 2.925
S: 1.289 -1.336 1.564
N: 0.948 0.872 3.095
N: -0.068 1.247 2.199
H: 1.667 3.080 5.587
H: 0.008 2.801 5.047
H: 1.174 3.604 3.971
H: 3.113 -1.093 4.123
H: -0.878 1.586 2.721
H: 0.263 1.997 1.593
O: -2.696 0.572 1.298
C: -3.866 -0.212 1.720
C: -4.462 -0.920 0.517
C: -3.395 -1.643 -0.315
C: -2.738 -2.755 0.442
C: -3.353 -3.997 0.496
C: -2.765 -5.044 1.178
C: -1.545 -4.819 1.797
C: -0.981 -3.567 1.727
N: -1.561 -2.532 1.074
H: -2.992 1.106 0.546
H: -4.585 0.445 2.205
H: -3.475 -0.906 2.463
H: -4.985 -0.210 -0.129
H: -5.222 -1.611 0.888
H: -2.627 -0.936 -0.641
H: -3.834 -2.031 -1.233
H: -4.292 -4.131 -0.024
H: -3.241 -6.014 1.219
H: -1.028 -5.602 2.333
H: -0.038 -3.374 2.207
C: 3.989 2.056 -5.637
C: 3.119 1.786 -4.479
C: 2.759 2.833 -3.590
C: 1.941 2.621 -2.529
C: 1.605 3.740 -1.600
C: 1.386 1.260 -2.329
Se: 0.093 0.992 -1.151
C: 1.837 0.157 -3.216
C: 1.399 -1.258 -3.025
C: 2.659 0.466 -4.255
H: 4.302 3.093 -5.711
H: 3.463 1.761 -6.553
H: 4.868 1.402 -5.592
H: 3.158 3.820 -3.781
H: 2.085 4.657 -1.931
H: 1.954 3.516 -0.590
H: 0.530 3.911 -1.550
H: 0.805 -1.409 -2.130
H: 2.279 -1.902 -2.981
H: 0.812 -1.577 -3.889
H: 2.982 -0.310 -4.938

Properties
HOMO energy: -17.708 eV
Net charge: +3
LUMO: -11.58 eV

---

No. 5
C33H57CdFN2O2Si | ωB97M-V/def2-TZVPD

Atoms and positions in Å:
O: -2.967 3.304 1.366
O: -3.010 5.467 0.515
C: -3.782 2.222 0.795
C: -4.983 1.875 1.644
H: -3.120 1.357 0.657
H: -4.066 2.575 -0.201
H: -4.699 1.246 2.496
H: -5.681 1.312 1.014
H: -5.502 2.770 2.006
C: -2.300 3.038 2.653
C: -2.706 4.081 3.656
H: -1.220 3.046 2.454
H: -2.586 2.028 2.952
H: -2.378 5.084 3.348
H: -2.243 3.830 4.616
H: -3.796 4.072 3.787
C: -1.661 5.927 0.113
C: -4.127 5.690 -0.435
C: -0.595 5.038 0.682
H: -1.594 6.946 0.510
H: -1.623 5.944 -0.982
H: -0.610 5.036 1.777
H: 0.383 5.426 0.374
H: -0.658 4.011 0.300
C: -5.228 6.447 0.260
H: -4.467 4.700 -0.763
H: -3.721 6.231 -1.295
H: -5.709 5.820 1.015
H: -5.977 6.736 -0.478
H: -4.844 7.351 0.739
H: -3.028 4.481 0.973
N: 0.897 -1.082 0.451
C: 2.096 -1.636 0.606
C: 3.239 -1.267 -0.116
C: 3.410 -0.148 -0.943
C: 2.296 -2.715 1.649
H: 1.488 -3.458 1.629
H: 2.355 -2.282 2.658
H: 3.245 -3.221 1.446
C: 4.820 0.220 -1.334
H: 5.138 1.155 -0.850
H: 4.912 0.344 -2.423
H: 5.493 -0.579 -1.013
N: 2.412 0.594 -1.399
C: -0.077 -1.097 1.471
C: -1.227 -1.923 1.355
C: -1.285 -2.973 0.309
C: -2.283 -1.760 2.249
H: -3.195 -2.338 2.095
C: -2.159 -0.905 3.346
H: -2.980 -0.799 4.058
C: -0.959 -0.226 3.553
H: -0.811 0.382 4.452
C: 0.080 -0.298 2.633
C: 1.345 0.455 2.905
C: 2.595 1.857 -2.006
C: 2.503 1.978 -3.417
C: 2.457 0.751 -4.275
C: 2.432 3.244 -3.991
H: 2.338 3.326 -5.077
C: 2.480 4.393 -3.199
H: 2.403 5.378 -3.657
C: 2.662 4.277 -1.818
H: 2.751 5.168 -1.196
C: 2.746 3.025 -1.213
C: 2.981 2.925 0.261
Cd: 0.312 -0.336 -1.725
H: -1.198 -2.537 -0.734
H: -2.244 -3.501 0.377
H: -0.476 -3.709 0.422
H: 1.683 1.025 2.033
H: 2.168 -0.203 3.222
H: 1.174 1.162 3.728
H: 2.444 1.048 -5.331
H: 1.563 0.125 -4.105
H: 3.338 0.115 -4.107
H: 3.928 2.417 0.493
H: 2.174 2.385 0.771
H: 3.029 3.928 0.702
H: 4.136 -1.847 0.089
C: -0.623 1.418 -2.165
Si: -1.735 1.814 -3.626
H: 0.138 2.230 -2.153
H: -1.214 1.573 -1.235
C: -3.566 1.581 -3.282
C: -1.301 0.789 -5.132
C: -1.420 3.642 -3.968
H: -1.310 3.821 -5.046
H: -0.503 3.986 -3.470
H: -2.254 4.257 -3.600
H: -3.771 0.564 -2.919
H: -4.138 1.727 -4.211
H: -3.940 2.298 -2.537
H: -1.277 -0.282 -4.884
H: -0.328 1.074 -5.555
H: -2.067 0.938 -5.908
F: -0.932 -2.028 -2.113

Properties
HOMO energy: -6.621 eV
LUMO: -0.16 eV
Energy above the lowest of the compared OMol25 structures with the same formula, charge and spin: 2.604 eV

---

No. 6
C2H10N3 | ωB97M-V/def2-TZVPD

Atoms and positions in Å:
C: 1.879 -1.439 -1.651
N: 0.643 -0.687 -1.279
H: 1.593 -2.418 -2.003
H: 2.477 -1.538 -0.759
H: 2.391 -0.959 -2.470
H: 0.689 0.310 -1.493
H: -0.184 -1.017 -1.766
H: 0.417 -0.696 -0.206
N: -2.060 1.105 0.934
C: -0.782 1.138 1.310
N: 0.073 0.165 1.176
H: -2.771 1.477 1.545
H: -2.446 0.390 0.341
H: -0.306 2.041 1.684
H: 0.735 0.092 1.935

Properties
HOMO energy: -13.453 eV
Net charge: +1
LUMO: -3.14 eV
Energy above the lowest of the compared OMol25 structures with the same formula, charge and spin: 1.537 eV

---

Number 1: largest force on an atom 2.4 eV/Å, E -11338.17311 Ha. Number 2: largest force on an atom 4.3 eV/Å, E -233.54584 Ha. Number 3: largest force on an atom 3.9 eV/Å, E -918.03652 Ha. Number 4: largest force on an atom 0.7 eV/Å, E -4054.43387 Ha. Number 5: largest force on an atom 2.9 eV/Å, E -2108.62668 Ha. Number 6: largest force on an atom 2.4 eV/Å, E -246.20217 Ha.